Density functional theory data (ωB97M-V/def2-TZVPD) for a cluster of 2 separate species, C4H7O3S in total in a non-equilibrium geometry.

Results
**Orbital gap (spin up / spin down)**: 0.243 / 0.243 Ha
**Energy relative to the best compared isomer or geometry (same formula, charge and spin)**: 28.55 kcal per mole
**Net charge**: -1
**Max |F|**: 1.91 eV/Å

Atoms and positions in Å:
C: -2.230 0.072 -0.131
C: 1.130 -1.101 -0.190
C: -1.354 0.919 -0.821
C: 0.696 0.220 0.325
O: -2.967 0.698 0.863
O: -2.371 -1.133 -0.328
O: -1.284 2.272 -0.572
S: 1.530 1.649 0.047
H: 1.802 -0.986 -1.038
H: 0.261 -1.699 -0.461
H: 1.659 -1.626 0.614
H: -0.941 0.572 -1.764
H: 0.135 0.185 1.255
H: -0.323 2.473 -0.391
H: -2.754 1.640 0.775


Density functional theory data (ωB97M-V/def2-TZVPD) for a cluster of 2 separate species, C4H7O4P in total in a non-equilibrium geometry.

Results
**Orbital gap**: 0.213 Ha
**Energy relative to the best compared isomer or geometry (same formula, charge and spin)**: 19.92 kcal per mole
**Net charge**: -2
**Max |F|**: 2.97 eV/Å

Atoms and positions in Å:
C: -2.501 0.033 1.389
C: -1.198 -0.253 1.292
C: -0.573 -1.588 0.942
C: 1.055 1.781 -1.489
O: 1.454 -1.020 -1.342
O: 2.871 0.632 -0.045
O: 2.973 0.478 -2.763
O: -0.063 1.978 -1.017
P: 2.176 0.295 -1.438
H: -2.977 1.046 1.375
H: -3.200 -0.836 1.415
H: -1.258 -2.339 0.492
H: -0.123 -2.049 1.909
H: 0.180 -1.370 0.083
H: 1.531 2.707 -1.959
H: -0.347 0.504 1.157